Arrangement i

Density functional theory data (the ωB97M-V functional and the def2-TZVPD basis) for 2 unconnected molecules or ions with the total composition C4H4O3.

Structure (ORCA input):
```
! RIJCOSX wB97M-V def2-TZVPD def2/J DEFGRID3
* xyz 0 1
C 1.40587 0.87162 -0.94771
C 0.35003 1.02795 0.11781
O 0.03518 2.08707 0.62890
C -0.47193 -0.16842 0.42562
O -0.01192 -0.83610 1.43597
C -2.39554 -1.97095 0.55378
O -3.26117 -1.91816 -0.17913
H 2.23750 0.26864 -0.56406
H 1.77062 1.85845 -1.24014
H 0.99196 0.35158 -1.81881
H -0.65060 -1.57167 1.58776
*
```

Properties
LUMO level = 0.3 eV

=====

Arrangement ii

Density functional theory data (the ωB97M-V functional and the def2-TZVPD basis) for a single C4H4O3 molecule.

Structure (ORCA input):
```
! RIJCOSX wB97M-V def2-TZVPD def2/J DEFGRID3
* xyz 0 1
C -1.76059 0.21797 -0.41242
C -0.56082 -0.69911 -0.34679
O -0.58500 -1.86232 -0.66313
C 0.73150 -0.17934 0.34347
O 0.66212 -0.33612 1.54485
C 2.31489 0.42035 0.18704
O 3.02343 0.81389 -0.68480
H -2.09959 0.50421 0.59070
H -2.56885 -0.31257 -0.92132
H -1.51174 1.13346 -0.95841
H 2.35464 0.29959 1.32082
*
```

Properties
LUMO level = -0.5 eV
Structure (SMILES) = CC(=O)C(=O)C=O

=====

Arrangement iii

Density functional theory data (the ωB97M-V functional and the def2-TZVPD basis) for a single C4H4O3 molecule.

Structure (ORCA input):
```
! RIJCOSX wB97M-V def2-TZVPD def2/J DEFGRID3
* xyz 0 1
O 2.83220 0.02669 -0.21872
C 1.63291 0.01341 0.08268
O 1.02477 1.28196 0.26509
C -0.30254 1.35196 0.01671
C -1.12360 0.27887 -0.21762
C -0.51702 -1.16789 0.05073
O 1.01700 -1.20373 0.12495
H -0.41271 2.37290 -0.13921
H -2.23043 0.45580 -0.38216
H -0.79771 -1.91415 -0.69172
H -1.12287 -1.49583 1.10928
*
```

Properties
LUMO level = 0.6 eV
Structure (SMILES) = O=C1OC=CCO1

=====

Arrangement iv

Density functional theory data (the ωB97M-V functional and the def2-TZVPD basis) for a single C4H4O3 molecule.

Structure (ORCA input):
```
! RIJCOSX wB97M-V def2-TZVPD def2/J DEFGRID3
* xyz 0 1
C 1.18037 -0.95443 -0.87558
C -0.02866 -0.07489 -0.76041
O -0.91190 0.02465 -1.58164
C -0.14967 0.82353 0.47708
O 0.71808 1.59044 0.81812
C -1.45255 0.71625 1.26581
O -1.94453 -0.36512 1.46904
H 2.07198 -0.44054 -0.50564
H 1.31693 -1.26993 -1.91094
H 1.02015 -1.84408 -0.25345
H -1.84785 1.65543 1.69278
*
```

Properties
LUMO level = -0.8 eV
Structure (SMILES) = CC(=O)C(=O)C=O

=====

Quick one: most stable of them? arrangement iv

=====

Arrangement i

Density functional theory data (the ωB97M-V functional and the def2-TZVPD basis) for 2 unconnected molecules or ions with the total composition C2H4INO2.

Structure (ORCA input):
```
! RIJCOSX wB97M-V def2-TZVPD def2/J DEFGRID3
* xyz 0 1
C 0.04084 -0.95573 1.34826
C 1.33716 1.62228 -1.92459
N -0.97882 -1.53202 0.65655
O -0.43089 -0.41981 2.47228
O 1.80508 2.67856 -1.59772
I -0.67757 1.40627 -2.62824
H 1.69817 0.60968 -1.95432
H -0.91999 -1.99953 -0.26330
H -1.96188 -1.53781 0.91131
H 0.08790 0.12810 2.97978
*
```

Properties
LUMO level = 0.3 eV

=====

Arrangement ii

Density functional theory data (the ωB97M-V functional and the def2-TZVPD basis) for 2 unconnected molecules or ions with the total composition C2H4INO2.

Structure (ORCA input):
```
! RIJCOSX wB97M-V def2-TZVPD def2/J DEFGRID3
* xyz 0 1
C -1.15635 -0.55781 -0.74911
C 0.40467 -0.16942 0.62779
N 0.91100 1.12697 0.31467
O 2.06034 1.23419 -0.03709
O 0.11975 2.03697 0.44510
I 1.80270 -1.72590 0.57203
H -0.61117 -0.64145 -1.67645
H -1.74174 0.33626 -0.63943
H -1.57439 -1.47102 -0.37466
H -0.21483 -0.16880 1.51717
*
```

Properties
LUMO level = -0.5 eV

=====

Quick one: most stable of them? arrangement i

=====

Arrangement i

Density functional theory data (the ωB97M-V functional and the def2-TZVPD basis) for a single C2H4INO2 molecule.

Structure (ORCA input):
```
! RIJCOSX wB97M-V def2-TZVPD def2/J DEFGRID3
* xyz 0 1
C -0.64865 -1.45181 1.09877
C -0.49060 -2.21048 -0.27355
I -1.70941 -1.35974 -1.71765
N 0.97073 -2.17896 -0.75017
O 1.67920 -1.85494 0.17624
O 1.19201 -2.55541 -1.90461
H -0.04984 -0.50549 1.31314
H -0.48082 -2.07126 1.98251
H -1.67709 -1.28767 1.06991
H -0.60220 -3.23486 -0.26406
*
```

Properties
LUMO level = -0.1 eV
Structure (SMILES) = C[C@@H](I)[N+](=O)[O-]

=====

Arrangement ii

Density functional theory data (the ωB97M-V functional and the def2-TZVPD basis) for a single C2H4INO2 molecule.

Structure (ORCA input):
```
! RIJCOSX wB97M-V def2-TZVPD def2/J DEFGRID3
* xyz 0 1
C -0.20956 0.72826 0.09962
C -1.24757 -0.36395 0.26233
N -0.90458 -1.59815 0.18840
O 0.43338 -1.85711 -0.03252
O -2.43088 0.11788 0.60535
I -4.46856 0.00936 -0.04520
H -0.61538 1.69739 0.36784
H 0.64212 0.48174 0.73235
H 0.13058 0.73598 -0.93476
H 0.44657 -2.81658 -0.16947
*
```

Properties
LUMO level = -2.1 eV
Structure (SMILES) = C/C(=N\O)OI

=====

Quick one: most stable of them? arrangement ii

=====

Arrangement i

Density functional theory data (the ωB97M-V functional and the def2-TZVPD basis) for a single C5H11N molecule.

Structure (ORCA input):
```
! RIJCOSX wB97M-V def2-TZVPD def2/J DEFGRID3
* xyz 0 1
C -2.23288 -0.06101 -1.10516
C -1.03145 -0.61161 -0.33023
C 0.20768 -0.05347 -0.28437
C 0.82408 1.15276 -1.03340
N 1.30195 -0.86297 0.52499
C 1.33358 -0.33847 1.89234
H -2.30322 1.00372 -0.91061
H -2.13499 -0.27574 -2.18994
H -3.14871 -0.43270 -0.83692
H -1.21957 -1.42829 0.34619
H 0.77732 1.95045 -0.32435
H 0.33218 1.50081 -1.93466
H 1.87124 0.96588 -1.23225
H 1.10941 -1.84760 0.51572
H 1.86200 -1.09379 2.49642
H 2.02862 0.51576 1.96367
H 0.42276 -0.08374 2.44254
*
```

Properties
LUMO level = 1.1 eV
Structure (SMILES) = C/C=C(\C)NC

=====

Arrangement ii

Density functional theory data (the ωB97M-V functional and the def2-TZVPD basis) for a single C5H11N molecule.

Structure (ORCA input):
```
! RIJCOSX wB97M-V def2-TZVPD def2/J DEFGRID3
* xyz 0 1
C -1.47687 1.21006 -0.22975
C -1.27463 -0.30897 -0.10842
N 0.05776 -0.73420 -0.33908
C 0.70705 -1.77201 0.36056
C 1.00603 -0.33425 0.69665
C 1.66625 0.65963 -0.32906
H -2.53043 1.42369 -0.02563
H -0.87899 1.78157 0.49310
H -1.24956 1.59593 -1.23034
H -1.58095 -0.62366 0.90099
H -1.86369 -0.81728 -0.86788
H 0.00576 -2.31836 0.99450
H 1.42106 -2.38904 -0.17814
H 0.55964 -0.06687 1.68429
H 1.98664 1.54173 0.19618
H 0.99224 1.01731 -1.15029
H 2.45268 0.13472 -0.86768
*
```

Properties
LUMO level = 1.2 eV
Structure (SMILES) = CCN1C[C@H]1C

=====

Quick one: most stable of them? arrangement i

=====

Arrangement i

Density functional theory data (the ωB97M-V functional and the def2-TZVPD basis) for a molecular structure, C5H11N.

Structure (ORCA input):
```
! RIJCOSX wB97M-V def2-TZVPD def2/J DEFGRID3
* xyz 0 1
C 2.09805 -0.69142 -1.13410
C 0.78507 -1.19693 -0.53627
N -1.01810 1.90542 0.18157
C -0.83681 0.42871 0.40412
C -0.46177 -0.41690 -0.72144
C -0.88810 0.03172 1.85111
H 3.01805 -1.29371 -0.83410
H 2.01332 -1.00979 -2.17050
H 2.25781 0.34074 -1.16796
H 1.19483 -1.19123 0.48206
H 0.58012 -2.24597 -0.77443
H -0.17314 2.32981 0.35421
H -1.00700 1.87863 -0.94898
H -1.27243 -1.06786 -1.28633
H -0.77663 -0.91288 2.40896
H -1.13305 0.91219 2.53772
H -1.75381 -0.00898 0.94794
*
```

Properties
LUMO level = -0.1 eV

=====

Arrangement ii

Density functional theory data (the ωB97M-V functional and the def2-TZVPD basis) for a single C5H11N molecule.

Structure (ORCA input):
```
! RIJCOSX wB97M-V def2-TZVPD def2/J DEFGRID3
* xyz 0 1
C 0.55504 -0.50154 1.53645
C 1.39172 0.98575 -0.32042
N 0.07791 0.80407 -0.54682
C -0.51591 1.40381 -1.57590
C -0.56502 -0.10610 0.43546
C -0.99240 -1.42162 -0.23003
H 1.61591 -0.68221 1.24226
H 0.65769 0.23120 2.34371
H 0.24869 -1.46428 1.93244
H 1.64466 1.35952 0.66106
H 2.08308 0.96895 -1.13577
H -0.02310 2.29090 -1.95684
H -1.42708 1.03816 -2.03448
H -1.50191 0.40271 0.76282
H -1.70686 -1.34112 -1.05955
H -1.45462 -2.05465 0.53736
H -0.08780 -1.91354 -0.59174
*
```

Properties
LUMO level (alpha / beta) = 1.0 / 1.0 eV

=====

Arrangement iii

Density functional theory data (the ωB97M-V functional and the def2-TZVPD basis) for a molecular structure, C5H11N.

Structure (ORCA input):
```
! RIJCOSX wB97M-V def2-TZVPD def2/J DEFGRID3
* xyz 0 1
C 0.24882 -0.45164 -2.18861
C 0.09452 0.51728 -0.99853
C 0.16821 -0.31504 0.26797
C -0.33265 0.49483 1.50577
C 0.43826 1.26134 2.32094
H 1.25879 -1.37879 -2.00782
H -0.95511 -1.07196 -2.48095
H 0.52009 0.44830 -3.02573
H 0.98542 1.26556 -0.93720
H -0.88372 1.26088 -1.06680
H 1.18534 -0.55493 0.37853
H -0.60910 -1.90945 1.21732
H -1.52273 -1.47974 -0.18305
H -1.57893 0.19521 1.68041
H -0.06228 1.83037 3.06655
H 1.60667 1.50477 2.19905
N -0.56160 -1.61698 0.25214
*
```

Properties
LUMO level = 1.1 eV

=====

Arrangement iv

Density functional theory data (the ωB97M-V functional and the def2-TZVPD basis) for 2 unconnected molecules or ions with the total composition C5H11N.

Structure (ORCA input):
```
! RIJCOSX wB97M-V def2-TZVPD def2/J DEFGRID3
* xyz 0 1
C -2.05216 0.90057 0.07838
C -2.92050 -0.25882 -0.26705
N -1.87603 -0.39885 0.74308
H -1.39370 1.26831 -0.70225
H -2.44284 1.68272 0.72801
H -2.72293 -0.73208 -1.21964
H -3.92865 -0.30566 0.12268
H -1.06319 -0.88715 0.44035
C 0.70907 -0.62755 -0.29575
C 1.94642 -0.54894 0.17311
C 3.05273 0.51845 0.04879
H 0.02802 0.17756 -0.39124
H 0.24450 -1.61152 -0.38476
H 2.32528 -1.40130 0.75965
H 2.74829 1.44970 -0.43631
H 3.43954 0.70873 1.06814
H 3.90615 0.06585 -0.46520
*
```

Properties
LUMO level = 1.0 eV
Structure (SMILES) = C1CN1.C=CC

=====

Quick one: most stable of them? arrangement iv

=====

Arrangement i

Density functional theory data (the ωB97M-V functional and the def2-TZVPD basis) for a single C5H11N molecule.

Structure (ORCA input):
```
! RIJCOSX wB97M-V def2-TZVPD def2/J DEFGRID3
* xyz 0 1
C -0.03509 -0.41499 -2.95570
C 0.43795 0.31149 -1.69833
C 0.39366 -0.47079 -0.61198
C 0.66933 0.08049 0.81927
N -0.59593 0.43680 1.40524
C -0.70603 0.11071 2.80507
H 0.51081 -0.09749 -3.84433
H -1.04872 -0.07983 -3.26842
H -0.11418 -1.49534 -2.89415
H 0.85246 1.30351 -1.81291
H 0.30375 -1.53488 -0.78435
H 1.48192 0.80498 0.72184
H 1.11365 -0.69477 1.45451
H -1.43019 0.31274 0.86585
H -0.56132 -0.98681 2.97703
H -1.72348 0.35560 3.12421
H -0.01400 0.75252 3.36842
*
```

Properties
LUMO level = 1.3 eV
Structure (SMILES) = C/C=C/CNC

=====

Arrangement ii

Density functional theory data (the ωB97M-V functional and the def2-TZVPD basis) for 2 unconnected molecules or ions with the total composition C5H11N.

Structure (ORCA input):
```
! RIJCOSX wB97M-V def2-TZVPD def2/J DEFGRID3
* xyz 0 1
C 0.49910 0.16381 -2.21121
C 1.60630 -0.29651 -1.62065
C 2.01193 -1.64726 -1.06846
H 0.38244 1.22146 -2.41560
H -0.44171 -0.38972 -2.25918
H 2.45007 0.38187 -1.77121
H 1.76505 -2.32635 -1.89714
H 3.07197 -1.73437 -0.87003
H 1.31173 -2.02550 -0.32798
C -2.63922 0.35647 1.20856
N -2.29664 1.04051 2.22597
C -0.87030 1.21623 2.38934
H -3.49880 0.74838 0.66175
H -2.00306 -0.41005 0.76856
H -0.32018 0.31836 2.02832
H -0.58973 1.40852 3.43896
H -0.43893 1.97415 1.71999
*
```

Properties
LUMO level = 0.9 eV
Structure (SMILES) = C=CC.C=NC

=====

Arrangement iii

Density functional theory data (the ωB97M-V functional and the def2-TZVPD basis) for a single C5H11N molecule.

Structure (ORCA input):
```
! RIJCOSX wB97M-V def2-TZVPD def2/J DEFGRID3
* xyz 0 1
C -2.07252 0.57285 0.30222
C -1.34378 -0.22538 -0.79473
N 0.03085 -0.67237 -0.53613
C 0.42950 -1.00508 0.81740
C 0.96208 0.20721 0.14209
C 2.37708 0.29649 -0.37883
H -1.67397 0.35212 1.29752
H -1.99875 1.65470 0.15632
H -3.13403 0.30948 0.33459
H -1.91708 -1.12931 -1.03208
H -1.30583 0.36470 -1.71792
H -0.27818 -0.84135 1.62992
H 1.03344 -1.90253 0.93500
H 0.55223 1.15027 0.51236
H 3.06933 0.55952 0.43002
H 2.46793 1.06057 -1.15912
H 2.69044 -0.66183 -0.80458
*
```

Properties
LUMO level = 1.2 eV
Structure (SMILES) = CCN1C[C@H]1C

=====

Quick one: most stable of them? arrangement iii